[1]
DFT (ωB97M-V/def2-TZVPD) results for a structure of composition C34H22N10O2Rb.

Properties
calculated total energy	-55269.6181	eV
highest occupied orbital energy (spin up / spin down)	-3.10 / -3.10	eV
orbital gap (spin up / spin down)	4.869 / 4.868	eV
relative energy (zero: lowest compared OMol25 entry of this formula, charge and spin)	23.5	kcal/mol
M	688.09	g/mol

Structure (ORCA input):
```
! wB97M-V def2-TZVPD RIJCOSX def2/J DEFGRID3
* xyz -1 1
Rb -0.929 0.052 0.084
C 1.177 0.174 -6.528
C 0.342 1.291 -6.532
C -0.100 1.857 -5.344
C 0.295 1.278 -4.150
C 0.041 1.584 -2.733
N -0.730 2.574 -2.339
C -0.928 2.937 -1.070
C -2.026 3.819 -0.675
C -2.981 4.533 -1.384
C -3.914 5.265 -0.666
C -3.904 5.272 0.730
C -2.961 4.550 1.444
C -2.013 3.826 0.735
C -0.901 2.950 1.116
N -0.677 2.602 2.387
C 0.101 1.617 2.776
N 0.753 0.711 2.007
C 1.371 -0.176 2.779
N 2.114 -1.221 2.388
C 2.293 -1.541 1.117
N 1.665 -1.066 0.021
C 2.279 -1.551 -1.080
N 2.081 -1.235 -2.347
C 1.322 -0.201 -2.737
N 0.672 0.662 -1.961
C 1.133 0.147 -4.150
C 1.584 -0.408 -5.334
C 3.320 -2.519 -0.686
C 4.193 -3.316 -1.400
C 5.068 -4.128 -0.686
C 5.078 -4.122 0.706
C 4.215 -3.303 1.425
C 3.330 -2.512 0.717
C 1.158 0.152 4.197
C 1.587 -0.421 5.380
C 1.172 0.154 6.575
C 0.345 1.276 6.579
C -0.081 1.855 5.391
C 0.329 1.289 4.197
N -0.268 2.514 0.020
H 1.511 -0.238 -7.473
H 0.038 1.718 -7.480
H -0.740 2.731 -5.340
H -2.992 4.515 -2.467
H -4.667 5.842 -1.191
H -4.653 5.853 1.258
H -2.958 4.542 2.527
H 2.238 -1.271 -5.317
H 4.191 -3.300 -2.482
H 5.758 -4.774 -1.215
H 5.775 -4.765 1.229
H 4.224 -3.278 2.507
H 2.230 -1.291 5.364
H 1.494 -0.269 7.519
H 0.033 1.697 7.527
H -0.720 2.730 5.389
C -4.812 -3.683 -0.808
O -4.506 -2.603 0.062
C -3.226 -2.323 0.393
O -2.978 -1.322 1.023
N -2.293 -3.214 -0.038
N -0.955 -3.154 0.381
H -5.871 -3.583 -1.028
H -4.640 -4.648 -0.322
H -4.235 -3.640 -1.734
H -2.585 -4.152 -0.253
H -0.386 -2.639 -0.286
H -0.883 -2.698 1.286
*
```

Löwdin atomic charge list, values in e, 4 entries:
1. Rb 1.1863
2. C -0.1073
3. C -0.1068
4. C -0.0304

***

[2]
DFT (ωB97M-V/def2-TZVPD) results for a cluster of 3 separate species, C2H12N2O2 in total at a distorted geometry.

Properties
calculated total energy	-9343.1269	eV
highest occupied orbital energy	-9.40	eV
orbital gap	9.561	eV
relative energy (zero: lowest compared OMol25 entry of this formula, charge and spin)	24.8	kcal/mol
M	96.13	g/mol

Structure (ORCA input):
```
! wB97M-V def2-TZVPD RIJCOSX def2/J DEFGRID3
* xyz 0 1
N -1.237 -1.813 -0.729
C -0.636 -0.846 -1.706
C 0.624 -1.480 -2.313
N 1.715 -0.482 -2.431
H -2.140 -1.479 -0.408
H -0.625 -1.721 0.079
H -0.529 0.102 -1.187
H -1.322 -0.722 -2.530
H 0.921 -2.291 -1.639
H 0.416 -1.836 -3.307
H 2.133 -0.307 -1.520
H 2.451 -0.854 -3.011
O 1.025 3.461 3.675
H 1.929 3.342 3.981
H 0.775 2.616 3.287
O -2.001 1.347 3.563
H -1.365 0.787 3.101
H -2.134 2.175 3.094
*
```

Löwdin atomic charge list, values in e, 4 entries:
1. N -0.0325
2. C -0.2714
3. C -0.2722
4. N -0.0275

***

[3]
DFT (ωB97M-V/def2-TZVPD) results for a structure of composition C27H67InN7O2P2S2 at a distorted geometry.

Properties
calculated total energy	-89020.3013	eV
highest occupied orbital energy	-4.86	eV
orbital gap	5.054	eV
M	762.78	g/mol

Structure (ORCA input):
```
! wB97M-V def2-TZVPD RIJCOSX def2/J DEFGRID3
* xyz -1 1
C -6.940 2.284 -2.118
C -7.963 2.898 -3.286
C -8.405 1.783 -4.407
C -7.693 1.955 -5.874
C -6.071 2.190 -5.836
C -5.225 1.021 -5.038
C -3.676 1.548 -4.924
C -3.190 1.918 -3.393
C -3.339 3.573 -3.257
C -3.146 4.084 -1.703
C -4.497 4.860 -1.164
In -4.863 4.348 1.020
C -3.560 2.661 1.784
C -3.657 1.263 0.915
C -2.086 0.696 0.818
S -1.978 -0.992 0.013
N -6.902 3.823 1.470
C -7.017 2.459 1.719
S -7.166 0.757 1.441
H -7.013 1.116 -2.129
H -7.239 2.674 -1.054
H -5.809 2.576 -2.313
H -8.959 3.182 -2.692
H -7.548 3.903 -3.723
H -9.575 1.934 -4.580
H -8.277 0.700 -3.954
H -7.887 0.936 -6.462
H -8.210 2.798 -6.523
H -5.790 3.294 -5.482
H -5.702 2.135 -6.970
H -5.708 0.670 -4.031
H -5.241 0.067 -5.755
H -2.966 0.685 -5.306
H -3.577 2.468 -5.670
H -2.029 1.705 -3.296
H -3.823 1.363 -2.554
H -2.564 4.133 -3.934
H -4.416 3.820 -3.677
H -2.967 3.140 -1.036
H -2.183 4.763 -1.596
H -5.448 4.690 -1.829
H -4.255 6.019 -1.221
H -4.481 5.816 2.042
H -3.851 2.476 2.917
H -2.445 3.068 1.794
H -4.051 1.442 -0.198
H -4.260 0.406 1.442
H -1.435 1.467 0.215
H -1.706 0.615 1.944
H -3.221 -1.656 0.020
O 1.228 0.414 -1.217
P 2.724 0.717 -1.477
N 3.177 -0.917 -1.264
C 3.055 -1.611 0.004
C 2.687 -1.790 -2.339
N 2.942 1.657 -0.075
C 3.798 1.340 1.054
C 1.799 2.443 0.390
N 4.444 1.066 -1.776
C 4.563 2.065 -2.844
C 5.511 0.081 -1.932
H 3.421 -2.640 -0.073
H 2.024 -1.633 0.362
H 3.688 -1.161 0.766
H 2.919 -1.354 -3.317
H 1.603 -1.937 -2.280
H 3.175 -2.770 -2.311
H 3.285 0.699 1.778
H 4.095 2.254 1.581
H 4.733 0.859 0.759
H 1.098 1.829 0.965
H 1.263 2.885 -0.456
H 2.118 3.281 1.020
H 4.332 1.623 -3.820
H 5.566 2.501 -2.877
H 3.865 2.891 -2.674
H 5.359 -0.554 -2.812
H 5.618 -0.549 -1.043
H 6.484 0.576 -2.045
O 4.050 -3.996 2.746
P 4.939 -4.710 3.794
N 3.803 -4.465 5.046
C 3.454 -3.148 5.548
C 2.575 -5.250 4.866
N 6.175 -3.541 3.777
C 6.568 -2.682 4.878
C 6.429 -2.851 2.512
N 5.961 -5.531 4.999
C 6.615 -6.688 4.378
C 5.575 -5.884 6.362
H 2.726 -3.217 6.363
H 3.043 -2.507 4.767
H 4.312 -2.656 6.001
H 2.823 -6.294 4.645
H 1.962 -4.864 4.045
H 1.969 -5.261 5.779
H 5.955 -1.776 4.919
H 7.611 -2.365 4.767
H 6.519 -3.182 5.848
H 5.716 -2.035 2.350
H 6.358 -3.548 1.669
H 7.442 -2.435 2.478
H 5.900 -7.502 4.216
H 7.444 -7.058 4.990
H 7.039 -6.413 3.407
H 4.754 -6.609 6.383
H 5.297 -5.002 6.948
H 6.421 -6.326 6.903
*
```

Löwdin atomic charge list, values in e, 4 entries:
1. C -0.1301
2. C -0.2316
3. C -0.2349
4. C -0.2345

***

[4]
DFT (ωB97M-V/def2-TZVPD) results for a cluster of 4 separate species, C32H55Br2F4INO8 in total at a distorted geometry.

Properties
calculated total energy	-210988.9322	eV
highest occupied orbital energy	-10.66	eV
orbital gap	7.529	eV
M	944.50	g/mol

Structure (ORCA input):
```
! wB97M-V def2-TZVPD RIJCOSX def2/J DEFGRID3
* xyz 1 1
C 5.668 2.321 -0.995
C 4.269 1.749 -1.473
C 3.436 1.078 -0.331
F 2.733 2.074 0.346
N 2.568 -0.071 -0.739
C 3.104 -1.144 -1.620
C 1.808 -2.009 -1.982
I 1.601 -1.780 -4.174
C 1.998 -3.589 -1.826
Br 0.937 -4.492 -3.222
C 1.715 -4.138 -0.384
C 2.260 -5.635 -0.349
Br 2.720 -3.182 1.038
C 0.605 -1.291 -1.254
C -0.862 -1.571 -1.697
C -1.919 -1.101 -0.614
O -2.313 0.031 -0.524
C -2.382 -2.228 0.381
C -1.738 -2.375 1.669
C -2.211 -3.489 2.509
C -3.251 -4.398 2.080
C -3.887 -4.178 0.780
C -3.463 -3.098 -0.091
C 1.115 0.192 -1.081
C 1.026 1.217 -2.281
O -0.065 0.973 -3.177
C -0.675 2.131 -3.601
F -1.646 2.514 -2.722
F 0.179 3.137 -3.916
F -1.338 1.812 -4.762
H 6.325 2.316 -1.910
H 6.166 1.642 -0.261
H 5.572 3.378 -0.658
H 4.461 1.104 -2.363
H 3.654 2.617 -1.848
H 4.184 0.674 0.411
H 2.457 -0.586 0.159
H 3.861 -1.814 -1.138
H 3.490 -0.847 -2.621
H 3.076 -3.802 -2.061
H 0.624 -4.214 -0.149
H 1.925 -6.227 -1.233
H 2.013 -6.159 0.603
H 3.385 -5.578 -0.416
H 0.642 -1.687 -0.189
H -1.136 -1.183 -2.709
H -0.964 -2.692 -1.769
H -0.929 -1.682 2.003
H -1.704 -3.629 3.487
H -3.527 -5.228 2.764
H -4.699 -4.891 0.441
H -3.965 -2.971 -1.072
H 0.610 0.731 -0.238
H 1.971 1.096 -2.888
H 1.023 2.249 -1.832
C -0.487 4.830 2.069
O 0.318 5.573 2.972
C -0.031 5.332 4.333
C 0.950 4.374 4.986
O 0.864 3.074 4.411
C 1.911 2.835 3.488
H -0.020 4.876 1.083
H -0.569 3.781 2.367
H -1.485 5.273 2.007
H -1.057 4.959 4.412
H 0.017 6.293 4.854
H 0.695 4.275 6.045
H 1.973 4.760 4.922
H 2.848 2.661 4.026
H 2.037 3.668 2.790
H 1.661 1.939 2.916
C 2.745 7.347 -1.357
O 3.974 7.124 -0.685
C 4.485 8.308 -0.075
C 4.214 8.323 1.421
O 2.822 8.425 1.695
C 2.246 7.175 2.049
H 2.303 6.377 -1.588
H 2.042 7.911 -0.739
H 2.925 7.885 -2.293
H 4.074 9.201 -0.555
H 5.568 8.308 -0.236
H 4.691 9.207 1.855
H 4.644 7.438 1.904
H 2.542 6.906 3.067
H 2.543 6.380 1.357
H 1.167 7.277 2.014
C -8.690 -8.836 -1.306
O -7.311 -9.151 -1.430
C -6.616 -8.237 -2.268
C -5.824 -7.229 -1.451
O -6.684 -6.363 -0.716
C -6.785 -6.730 0.651
H -9.097 -9.422 -0.481
H -8.847 -7.776 -1.091
H -9.218 -9.107 -2.225
H -7.306 -7.730 -2.950
H -5.917 -8.824 -2.872
H -5.246 -6.599 -2.135
H -5.119 -7.735 -0.784
H -5.867 -6.448 1.178
H -6.965 -7.799 0.776
H -7.622 -6.185 1.089
*
```

Löwdin atomic charge list, values in e, 4 entries:
1. C -0.0698
2. C -0.1596
3. C -0.2455
4. F 0.0417

***

[5]
DFT (ωB97M-V/def2-TZVPD) results for a structure of composition C5H8N2 at a distorted geometry.

Properties
calculated total energy	-8289.5004	eV
highest occupied orbital energy (spin up / spin down)	-8.52 / -7.28	eV
orbital gap (spin up / spin down)	8.224 / 6.482	eV
relative energy (zero: lowest compared OMol25 entry of this formula, charge and spin)	126.7	kcal/mol
M	96.13	g/mol

Structure (ORCA input):
```
! wB97M-V def2-TZVPD RIJCOSX def2/J DEFGRID3
* xyz 0 1
C 0.120 -1.290 0.849
C -0.023 0.042 0.417
C 0.809 1.107 1.093
N 0.499 0.881 -1.680
C -0.625 0.425 -1.037
C -1.307 -0.771 -1.602
N -1.753 -1.723 -2.086
H -0.897 -0.396 1.193
H 0.912 -1.598 1.539
H -0.475 -2.093 0.418
H 1.837 1.063 0.733
H 0.414 2.093 0.844
H 0.825 0.978 2.181
H 1.036 0.074 -1.994
H -1.373 1.209 -0.868
*
```

Löwdin atomic charge list, values in e, 4 entries:
1. C 0.0665
2. C -0.3496
3. C -0.0669
4. N 0.0372

***

[6]
DFT (ωB97M-V/def2-TZVPD) results for the molecule C5H11NO at a distorted geometry.

Properties
calculated total energy	-8900.8381	eV
highest occupied orbital energy	-9.22	eV
orbital gap	10.121	eV
relative energy (zero: lowest compared OMol25 entry of this formula, charge and spin)	19.8	kcal/mol
M	101.15	g/mol

Structure (ORCA input):
```
! wB97M-V def2-TZVPD RIJCOSX def2/J DEFGRID3
* xyz 0 1
C 0.403 -1.954 -0.376
C 0.464 -0.436 -0.672
C -0.471 -0.084 -1.813
N 0.326 0.364 0.550
C 1.506 0.445 1.382
C -0.829 0.950 0.972
O -1.837 1.095 0.331
H -0.456 -2.367 -0.917
H 0.116 -2.205 0.647
H 1.318 -2.485 -0.620
H 1.483 -0.234 -0.991
H -1.480 -0.386 -1.548
H -0.484 0.964 -2.061
H -0.160 -0.689 -2.670
H 2.304 0.991 0.872
H 1.887 -0.543 1.609
H 1.249 0.893 2.337
H -0.729 1.288 2.010
*
```

Löwdin atomic charge list, values in e, 4 entries:
1. C -0.0443
2. C -0.3779
3. C -0.0659
4. N -0.1284

***

Look up the M of the sixth one.
101.15 g/mol